192
Properties=species:S:1:pos:R:3:forces:R:3 method="wB97M-V/def2-TZVPD" homo_ha=-0.2880 orbital_gap_ev=7.9 max_force_ha_per_bohr=0.0975 lumo_energy_ev=0.11 e_tot_ev=-89397.695 e_above_lowest_kcal_mol=283.1 smiles=CC1(C)CCCC(C)(C)N1O.CC1(C)CCCC(C)(C)N1O.CC1(C)CCCC(C)(C)N1O.CC1(C)CCCC(C)(C)N1O.COCCNCCOC.COCCNCCOC.CO.CO.CO.CO
C -4.340 0.043 -4.701 1.2 0.8 -0.1
O -3.152 -0.288 -5.447 -0.3 0.8 -0.2
C -2.281 0.808 -5.817 0.9 -1.1 -0.9
C -1.180 0.137 -6.760 -0.7 1.3 2.1
N -1.715 -0.205 -8.051 1.5 0.4 -0.4
C -0.527 -0.685 -8.856 -2.5 -0.2 -1.2
C 0.362 0.426 -9.445 0.7 -1.0 1.3
O 1.343 -0.090 -10.326 -1.0 0.5 -1.3
C 2.431 -0.837 -9.855 -0.6 1.3 0.3
H -4.299 1.106 -4.464 -0.1 0.1 0.3
H -4.320 -0.519 -3.767 -0.2 -0.1 -0.1
H -5.274 -0.104 -5.244 0.2 -0.4 -0.2
H -1.878 1.349 -4.960 0.3 -0.7 0.5
H -2.730 1.643 -6.356 -0.8 -0.4 -0.6
H -0.736 -0.710 -6.237 -0.3 -0.6 0.3
H -0.285 0.754 -6.842 -0.5 0.7 -0.2
H -2.371 -0.947 -7.854 -0.1 -0.3 -0.6
H -0.924 -1.177 -9.743 -0.1 -0.5 0.1
H -0.014 -1.411 -8.226 0.7 0.0 -0.3
H 0.790 0.801 -8.516 0.8 1.0 -0.3
H -0.114 1.207 -10.038 -0.5 -0.2 0.5
H 2.094 -1.851 -9.642 0.6 -0.1 0.3
H 2.766 -0.222 -9.019 0.6 -0.8 0.7
H 3.199 -0.764 -10.625 -0.1 -0.4 0.0
C -4.999 -0.474 6.599 0.9 0.4 -1.0
O -5.526 0.491 5.718 -1.7 0.7 0.4
C -6.823 0.996 6.205 1.6 0.0 0.2
C -7.518 1.881 5.212 -0.9 -1.2 -0.9
N -8.225 1.030 4.211 -0.4 0.9 -0.6
C -7.415 0.214 3.289 0.6 0.8 2.0
C -6.499 1.065 2.412 0.0 -0.6 -1.8
O -7.259 1.676 1.361 -0.4 1.0 -0.3
C -6.482 2.499 0.482 0.7 -0.1 1.1
H -3.982 -0.583 6.223 0.2 -0.3 0.3
H -5.474 -1.449 6.484 -0.4 0.0 0.4
H -4.944 -0.096 7.620 -0.2 -0.2 0.2
H -6.639 1.576 7.109 0.2 0.1 0.2
H -7.438 0.149 6.508 -0.3 -0.1 -0.3
H -6.911 2.666 4.761 0.5 -0.1 0.1
H -8.305 2.400 5.760 -0.1 0.0 0.0
H -8.660 1.644 3.538 -0.8 0.5 0.4
H -8.137 -0.430 2.787 0.4 0.1 -0.5
H -6.842 -0.372 4.008 0.5 -0.5 -0.7
H -5.786 0.435 1.880 0.4 -0.5 0.2
H -5.897 1.836 2.892 -0.2 0.0 0.7
H -7.075 3.131 -0.179 -0.4 -0.9 -0.2
H -5.687 1.913 0.021 -0.4 -0.4 -0.8
H -5.867 3.242 0.991 -0.1 0.2 0.9
C 2.455 6.764 -0.100 1.1 -0.6 -0.8
C 1.603 7.022 1.182 2.6 -0.9 -1.1
C 0.674 5.786 1.232 -1.5 0.5 2.8
C -0.046 5.814 2.643 1.5 0.9 -0.3
C 1.010 5.853 3.802 -0.7 0.7 0.3
C 2.026 7.009 3.822 1.1 -0.2 -2.2
N 2.531 7.030 2.388 -1.7 -1.5 0.7
O 3.700 7.796 2.245 -0.6 0.2 -0.6
C 1.439 8.396 4.250 0.7 -0.4 -1.3
C 3.290 6.598 4.709 -1.0 0.5 -1.0
C 1.003 8.375 0.944 -1.7 -0.5 -0.2
H 3.089 7.545 -0.520 -0.1 0.7 0.7
H 1.885 6.501 -0.991 -0.9 0.1 0.3
H 3.152 5.926 -0.067 0.0 -0.3 0.7
H -0.111 5.828 0.476 0.2 0.2 -0.3
H 1.103 4.784 1.207 0.9 0.3 -0.6
H -0.747 4.991 2.787 0.0 0.1 0.0
H -0.571 6.769 2.635 -0.5 -0.1 0.4
H 1.539 4.904 3.886 0.0 -0.1 -0.1
H 0.522 6.071 4.753 -0.6 -0.8 0.2
H 1.330 8.499 5.330 0.0 0.2 -0.2
H 2.092 9.128 3.775 0.9 0.2 0.9
H 0.583 8.735 3.668 -0.9 -0.9 0.5
H 3.016 5.791 5.388 -0.1 0.5 0.5
H 4.107 6.191 4.112 -0.3 0.0 -0.3
H 3.692 7.509 5.152 -0.1 -0.3 0.5
H 0.520 8.393 -0.033 0.4 0.2 -0.4
H 1.811 9.103 1.010 -0.5 0.2 0.2
H 0.123 8.493 1.576 0.4 0.7 0.6
H 4.196 7.108 1.796 1.0 0.2 -0.1
C 0.637 1.471 -4.024 0.8 -0.6 -0.9
C 2.200 1.449 -4.259 -0.7 0.8 0.8
C 2.630 2.936 -3.918 2.1 0.1 0.4
C 4.218 3.179 -3.679 -1.5 -1.0 -0.7
C 4.688 2.070 -2.687 -0.6 2.1 -0.5
C 4.347 0.641 -3.091 -0.2 0.0 0.0
N 2.854 0.486 -3.303 1.8 4.7 -0.1
O 2.421 -0.791 -3.273 -0.6 -1.4 -0.4
C 5.233 0.295 -4.333 -1.2 0.1 0.0
C 4.763 -0.203 -1.880 1.3 0.4 0.0
C 2.502 1.231 -5.763 0.2 -0.6 -1.1
H 0.276 1.805 -3.051 0.5 -0.4 0.3
H 0.261 0.486 -4.300 -0.2 -0.1 0.4
H 0.153 2.161 -4.715 0.3 0.1 -0.3
H 2.321 3.554 -4.761 -0.1 0.0 0.0
H 2.121 3.338 -3.042 -0.2 -0.4 0.2
H 4.467 4.189 -3.355 -0.5 0.0 0.8
H 4.686 3.247 -4.661 0.3 -1.0 -0.2
H 4.209 2.411 -1.769 -0.4 -0.6 0.4
H 5.742 2.170 -2.427 0.3 -0.2 -0.5
H 5.108 1.017 -5.140 -0.3 0.1 0.1
H 6.310 0.315 -4.164 -0.1 -0.6 0.5
H 4.815 -0.639 -4.708 0.7 -0.3 -0.1
H 4.924 -1.266 -2.060 -0.6 0.0 0.1
H 5.746 0.189 -1.620 0.5 -0.2 -0.2
H 4.277 0.056 -0.939 -0.9 -0.4 -0.3
H 1.689 0.988 -6.447 -0.7 0.0 0.6
H 3.182 0.416 -6.013 0.2 0.0 0.6
H 2.919 2.106 -6.262 0.3 0.2 0.3
H 2.107 -0.817 -2.367 -0.3 -0.9 0.1
C 1.188 0.613 -0.040 -0.4 -1.4 0.2
C 0.150 0.259 1.044 -1.0 -0.9 -0.5
C -0.839 1.363 1.258 -0.7 1.8 0.5
C -1.973 1.604 0.224 0.8 -1.3 0.5
C -2.865 0.358 0.138 1.9 -0.1 0.1
C -1.932 -0.952 -0.111 -1.6 -0.5 -0.8
N -0.691 -0.915 0.736 -0.4 -0.1 0.4
O 0.154 -2.054 0.534 -0.7 0.3 -0.6
C -2.841 -2.136 0.420 0.4 0.6 0.6
C -1.633 -1.162 -1.645 0.6 0.5 1.0
C 0.859 -0.031 2.380 1.1 -0.1 -0.9
H 1.907 1.313 0.387 -0.1 0.4 -0.6
H 0.711 0.830 -0.996 0.1 1.0 0.2
H 1.725 -0.298 -0.304 0.4 -0.2 0.4
H -1.302 1.207 2.233 -0.1 0.0 0.1
H -0.179 2.225 1.353 -0.3 0.6 0.1
H -1.459 1.766 -0.723 -0.4 0.2 -0.4
H -2.680 2.409 0.424 0.7 0.5 0.3
H -3.648 0.686 -0.546 0.2 -1.2 -1.0
H -3.469 0.211 1.034 0.5 0.0 0.5
H -3.006 -1.991 1.488 0.2 0.2 0.2
H -3.859 -2.100 0.032 0.2 0.0 -0.6
H -2.459 -3.155 0.359 0.3 0.1 -0.6
H -0.925 -0.415 -2.002 -0.2 0.5 0.0
H -1.069 -2.076 -1.828 -0.5 -0.4 0.1
H -2.535 -1.095 -2.254 0.0 -0.2 0.1
H 0.186 -0.155 3.229 0.1 -0.2 -0.2
H 1.650 0.687 2.595 -0.5 0.8 0.2
H 1.518 -0.877 2.187 -0.5 -0.7 0.4
H -0.147 -2.649 1.225 0.1 -0.4 0.2
C 2.236 -7.545 3.512 0.6 -0.3 0.0
C 1.872 -7.864 2.037 -2.8 0.0 1.4
C 1.269 -9.344 1.894 0.3 0.3 -0.6
C 0.434 -9.578 0.610 0.4 1.4 0.2
C -0.685 -8.556 0.662 -0.5 -0.7 1.5
C -0.269 -7.093 0.785 -0.6 -0.6 -1.9
N 0.667 -6.883 1.814 1.2 -4.0 2.1
O 1.030 -5.587 1.935 0.9 1.8 -0.2
C 0.310 -6.743 -0.550 0.5 2.1 -1.7
C -1.548 -6.264 1.057 -0.1 -0.4 -0.7
C 3.087 -7.680 1.148 -1.4 -0.3 -0.7
H 3.009 -8.204 3.909 0.4 -0.1 -0.3
H 1.470 -7.601 4.285 -0.7 -0.1 -0.6
H 2.619 -6.526 3.550 0.1 0.0 0.0
H 2.062 -10.092 1.885 0.4 0.2 0.3
H 0.635 -9.597 2.745 0.0 0.3 0.2
H 0.019 -10.582 0.514 0.1 -0.1 0.3
H 1.021 -9.395 -0.290 0.3 -0.1 0.0
H -1.162 -8.742 1.625 -0.6 -0.3 0.1
H -1.415 -8.748 -0.124 0.0 0.5 -0.1
H 1.078 -7.332 -1.052 -0.4 -0.9 0.5
H -0.480 -6.570 -1.281 0.0 0.0 -0.2
H 0.868 -5.809 -0.481 -0.3 0.5 0.1
H -1.372 -5.189 1.107 0.1 -0.1 0.1
H -2.240 -6.451 0.236 0.0 0.2 -0.3
H -2.118 -6.617 1.917 0.4 0.1 0.4
H 2.672 -7.555 0.148 0.4 0.4 -0.1
H 3.549 -8.666 1.084 0.9 0.4 0.4
H 3.668 -6.812 1.458 0.3 -0.4 -0.2
H 0.571 -5.299 2.727 0.0 0.6 0.1
C 3.265 -3.779 -0.590 -1.4 1.8 0.1
O 2.114 -3.443 -1.375 0.1 -1.1 -1.7
H 3.919 -2.919 -0.735 0.6 -0.1 0.6
H 2.879 -3.848 0.427 0.8 -0.4 0.3
H 3.790 -4.666 -0.944 -0.6 -0.1 -0.1
H 1.430 -2.899 -0.977 0.3 -0.1 0.9
C 4.658 3.583 1.070 1.8 -1.8 -0.2
O 4.220 4.645 1.804 -1.3 1.7 0.5
H 5.398 3.123 1.725 0.1 -0.8 -0.3
H 3.900 2.852 0.789 -0.2 0.0 0.1
H 5.221 3.846 0.174 -0.2 0.4 -0.3
H 3.271 4.553 1.917 -0.1 0.6 0.2
C -0.735 -1.672 7.310 0.0 -0.1 1.6
O -0.113 -1.531 6.115 1.1 0.6 -3.5
H -1.690 -1.173 7.149 -0.6 -0.6 1.3
H -0.723 -2.739 7.533 -0.7 0.1 0.5
H -0.100 -1.138 8.019 -0.5 0.0 0.8
H -0.630 -0.822 5.724 0.7 0.0 -0.9
C -0.974 -4.925 4.559 0.3 1.3 0.8
O -0.462 -3.830 3.688 -1.2 -1.9 0.3
H -1.898 -5.411 4.243 0.5 0.1 -1.3
H -0.198 -5.640 4.833 0.1 -0.2 -0.6
H -1.340 -4.574 5.524 0.4 0.8 0.2
H 0.124 -3.243 4.170 -0.1 -0.1 0.6